# 1
The following is a DFT calculation (ωB97M-V/def2-TZVPD) of a molecular structure, C10H13EuN2O5S.

## Properties
highest occupied orbital energy (alpha / beta) = -0.5971 / -0.5976 Ha
multiplicity = 7
charge = +2

Last column: Mulliken spin population.
Cartesian coordinates (Å):
O (1.39262, 1.19944, -7.30392)  0.000
C (1.05671, 0.82203, -6.27621)  -0.001
Eu (0.08014, -0.26714, -2.49086)  6.118
O (-2.02273, 1.61030, -5.05872)  0.000
C (-1.31070, 0.99291, -4.40887)  -0.005
C (-2.03061, -0.58300, -0.97781)  -0.005
O (-3.02644, -0.77505, -0.43287)  0.001
C (1.39940, -2.32125, -1.35525)  -0.003
O (1.80402, -3.20149, -0.74791)  0.000
C (-0.93196, -2.37521, -3.71293)  -0.008
O (-1.42970, -3.25877, -4.24668)  0.002
H (1.26134, -0.98269, -3.89133)  -0.075
C (0.51945, 2.26553, 3.31794)  0.000
C (-0.68915, 1.62021, 2.68149)  0.000
N (-0.58322, 1.36986, 1.19699)  -0.001
C (0.55293, 0.94902, 0.57883)  0.005
S (1.14038, 1.75506, -0.81402)  -0.026
N (1.20156, -0.15399, 0.99977)  -0.004
C (0.83660, -0.99580, 2.16708)  0.000
C (-0.44127, -1.77041, 1.95629)  0.000
H (1.42960, 1.68766, 3.17277)  0.000
H (0.37775, 2.39661, 4.39433)  0.000
H (0.67641, 3.26507, 2.91353)  0.000
H (-0.94078, 0.67055, 3.16807)  0.000
H (-1.54585, 2.28929, 2.81959)  0.000
H (-1.06347, 2.08651, 0.64817)  0.000
H (2.13351, -0.28431, 0.60391)  -0.001
H (1.67361, -1.69207, 2.30722)  0.000
H (0.78924, -0.36037, 3.05742)  0.000
H (-0.38630, -2.41105, 1.07317)  0.000
H (-0.61323, -2.43034, 2.81221)  0.000
H (-1.30987, -1.11713, 1.84863)  0.000


# 2
The following is a DFT calculation (ωB97M-V/def2-TZVPD) of a molecular structure, C39H54N12O10S.

## Properties
highest occupied orbital energy = -0.1260 Ha
multiplicity = 1
charge = -2

Last column: Löwdin charge in e.
Cartesian coordinates (Å):
S (24.52000, 53.12000, 15.87700)  0.296
O (23.63500, 52.23300, 15.22500)  -0.301
O (25.66500, 52.39400, 16.50000)  -0.321
O (25.02700, 54.01900, 14.83800)  -0.313
O (23.79900, 53.80200, 16.81300)  -0.276
N (23.93800, 55.61400, 13.28300)  -0.086
C (22.60400, 56.02200, 13.45400)  -0.137
C (22.34100, 56.72900, 12.17200)  -0.091
C (23.67700, 56.81300, 11.32000)  -0.064
C (24.62800, 55.93800, 12.12300)  -0.146
H (24.36900, 54.76100, 14.06000)  0.065
H (21.97700, 55.72100, 14.22400)  0.053
H (21.36600, 57.23100, 11.95000)  0.059
H (23.92600, 57.37100, 10.42700)  0.033
H (25.65300, 55.54900, 11.89600)  0.081
N (25.06600, 50.85600, 18.62300)  -0.028
C (24.10800, 51.40700, 19.45100)  -0.097
C (23.44400, 50.16300, 20.31200)  -0.069
C (24.20300, 48.96000, 19.85100)  -0.084
C (25.20400, 49.48500, 18.79000)  -0.122
H (25.32400, 51.47400, 17.76900)  0.098
H (23.88900, 52.42600, 19.46400)  0.040
H (22.39900, 50.19700, 20.84100)  0.093
H (23.94400, 47.99700, 20.29200)  0.058
H (25.78800, 48.93700, 18.11200)  0.049
N (23.51000, 49.70300, 14.56000)  -0.032
C (24.26500, 48.62800, 15.16100)  -0.125
C (23.89200, 47.35900, 14.47600)  -0.093
C (22.81100, 47.83500, 13.48800)  -0.123
C (22.54100, 49.30800, 13.61700)  -0.105
H (23.61800, 50.69700, 14.88900)  0.055
H (25.08500, 48.73900, 15.95700)  0.087
H (24.34900, 46.32500, 14.50300)  0.076
H (22.27900, 47.12000, 12.78000)  0.067
H (21.61700, 49.88800, 13.23000)  0.108
N (21.41100, 54.06800, 17.77000)  -0.052
C (20.39800, 54.29500, 16.86100)  -0.120
C (19.12200, 54.29300, 17.61500)  -0.105
C (19.40200, 54.20500, 19.07800)  -0.043
C (20.96800, 54.12400, 19.04000)  -0.150
H (22.39000, 53.81300, 17.48200)  0.068
H (20.82500, 54.23700, 15.74500)  0.132
H (18.22600, 54.28400, 17.01800)  0.056
H (18.89600, 54.15700, 19.98400)  0.025
H (21.59000, 53.96200, 20.04000)  0.130
N (24.63800, 55.04000, 19.13600)  -0.024
C (25.85700, 54.77900, 19.62900)  -0.156
C (25.97100, 55.48100, 20.95400)  -0.046
C (24.74500, 56.40100, 20.88300)  -0.096
C (23.90800, 55.96900, 19.85300)  -0.143
H (24.29000, 54.64000, 18.24600)  0.081
H (26.49900, 53.88000, 19.45000)  0.114
H (26.93500, 55.49300, 21.63900)  0.099
H (24.52500, 57.21100, 21.45600)  0.034
H (22.91400, 56.27000, 19.71700)  0.085
N (28.13400, 52.29900, 16.72900)  -0.030
C (28.61200, 51.40300, 17.70000)  -0.097
C (30.11600, 51.35500, 17.55600)  -0.056
C (30.42400, 52.27100, 16.34800)  -0.050
C (29.08200, 52.86900, 15.96900)  -0.152
H (27.15800, 52.66200, 16.50700)  0.072
H (27.99500, 50.77800, 18.28700)  0.062
H (30.91700, 50.89500, 18.03500)  0.029
H (31.45100, 52.48900, 15.99900)  0.062
H (29.03600, 53.49400, 15.18000)  0.049
N (21.53200, 52.36700, 13.63700)  -0.087
C (20.23300, 51.90500, 13.91400)  -0.153
C (19.31900, 52.08400, 12.68100)  -0.072
C (20.32200, 52.58600, 11.67100)  -0.099
C (21.69800, 52.83700, 12.37500)  -0.128
H (22.49400, 52.41200, 14.31200)  0.125
H (19.98100, 51.38600, 14.91000)  0.088
H (18.29100, 51.74600, 12.55900)  0.053
H (20.09700, 53.00000, 10.68500)  0.043
H (22.62900, 53.47900, 12.18400)  0.109
N (26.21600, 52.69300, 12.72100)  -0.032
C (25.67300, 51.67500, 11.92200)  -0.078
C (26.67800, 51.36400, 10.83400)  -0.036
C (27.81700, 52.36700, 11.07800)  -0.066
C (27.50600, 53.11200, 12.31200)  -0.114
H (25.65400, 52.65300, 13.62000)  0.118
H (24.74100, 51.38500, 12.12500)  0.042
H (26.51000, 50.67800, 10.04000)  0.043
H (28.70000, 52.65500, 10.60700)  0.036
H (27.84400, 53.89500, 13.00600)  0.082
N (26.94500, 55.79200, 15.11900)  -0.058
C (27.63100, 56.56900, 14.16600)  -0.111
C (28.65800, 57.39700, 15.03100)  -0.050
C (28.58300, 56.64000, 16.35500)  -0.080
C (27.50300, 55.66200, 16.31100)  -0.176
H (26.08200, 55.00700, 14.88300)  0.128
H (27.30800, 56.48000, 13.07800)  0.078
H (29.20400, 58.34400, 14.58200)  0.085
H (28.92400, 56.90000, 17.22600)  -0.001
H (27.25100, 55.01800, 17.03400)  0.049
C (21.62400, 50.83100, 17.31000)  0.074
N (20.37000, 50.10000, 17.49900)  -0.384
O (20.31600, 49.40200, 18.54300)  0.003
O (19.52400, 49.90100, 16.68200)  0.071
H (22.42800, 49.99000, 17.24600)  0.164
H (21.90400, 51.23200, 18.18200)  0.037
H (21.45200, 51.23800, 16.56000)  -0.055
C (23.91900, 57.07500, 16.53400)  0.013
N (23.37100, 58.24700, 17.15800)  -0.373
O (24.15700, 59.06100, 17.71900)  0.036
O (22.11500, 58.42900, 16.98200)  0.020
H (24.27900, 57.46700, 15.62100)  0.102
H (23.17400, 56.40900, 16.23100)  0.062
H (24.73200, 56.70700, 17.10500)  0.080
C (27.53600, 50.22700, 14.36300)  0.018
N (28.50400, 49.40900, 15.11400)  -0.519
O (29.53400, 49.27600, 14.54400)  0.061
O (28.04600, 48.78000, 15.97900)  0.067
H (27.64800, 49.64500, 13.40900)  0.122
H (27.84300, 51.27500, 14.29400)  0.057
H (26.54400, 50.19700, 15.05400)  0.122


Taking the records one at a time from the top gives ΔE to the lowest compared entry with this formula, charge and spin values of 0.00 48.48 kcal/mol.